(1)
Below is a 2-piece molecular cluster, C5H6N4O2 overall in a non-equilibrium geometry, with properties calculated with ωB97M-V with the def2-TZVPD basis set.

XYZ file:
```
17
Properties=species:S:1:pos:R:3:forces:R:3:nbo_charge:R:1
C 2.167 1.598 -0.392 -1.458 0.549 -0.948 -0.306
C 3.331 0.936 -0.905 -2.737 0.948 1.262 -0.047
C -3.142 -0.474 -1.707 0.768 -0.576 -0.144 -0.444
C 1.270 0.581 -0.109 0.316 -2.535 -0.143 -0.003
C -0.104 0.242 0.412 0.460 2.358 -0.145 0.781
N 3.163 -0.357 -0.856 -0.181 -2.261 -0.198 -0.238
N -3.355 0.378 -0.757 0.504 0.638 0.937 0.073
N 1.892 -0.594 -0.421 0.912 1.448 0.437 -0.328
N -3.474 1.044 0.178 -0.314 -1.406 -1.977 -0.076
O -0.709 1.379 0.652 -2.599 0.945 0.788 -0.676
O -0.607 -0.832 0.589 0.422 -1.004 -0.261 -0.616
H 1.817 2.628 -0.573 0.735 -0.516 0.657 0.238
H 4.156 1.493 -1.268 0.953 -0.348 -0.325 0.216
H -2.657 -1.416 -1.440 -0.513 0.268 0.623 0.243
H -2.999 -0.287 -2.774 -0.641 0.965 0.608 0.241
H -1.703 1.245 0.888 1.994 0.157 -0.510 0.504
H 1.405 -1.463 -0.128 1.378 0.368 -0.661 0.440
```
Forces are in eV/Å.

The value obtained for the HOMO-LUMO gap is 9.4194 eV. The energy comes out at -563.54363 a.u. For the HOMO energy, the calculation gives -9.28 eV. The value obtained for the energy relative to the best compared isomer or geometry (same formula, charge and spin) is 74.10 kcal/mol.


(2)
Below is C5H6N4OS in the gas phase in a non-equilibrium geometry, with properties calculated with ωB97M-V with the def2-TZVPD basis set.

XYZ file:
```
17
Properties=species:S:1:pos:R:3:forces:R:3:nbo_charge:R:1
C -0.886 1.562 -0.106 0.528 -0.839 -0.884 0.206
C 1.880 0.704 -0.142 0.051 -0.994 -0.288 0.693
C -3.094 -1.060 -0.161 0.335 1.775 -2.814 -0.364
C -0.598 0.223 -0.279 -0.796 -2.539 0.949 -0.088
C 3.218 0.024 0.209 -0.146 -0.255 -2.179 -0.706
N -1.256 2.623 -0.074 -1.222 3.329 0.473 -0.256
N -2.693 -0.686 1.092 0.048 -0.087 2.118 -0.096
N -1.665 -0.238 1.424 0.876 0.600 -0.558 0.021
N 0.739 -0.164 -0.204 1.007 1.395 0.363 -0.642
O 1.833 1.881 -0.370 -0.421 -0.059 0.066 -0.552
S -1.611 -0.761 -1.334 -0.261 0.032 -0.292 0.190
H -3.414 -2.040 -0.232 0.029 -2.431 0.225 0.238
H -3.986 -0.554 -0.546 0.365 0.778 0.441 0.248
H 3.970 0.108 -0.658 -1.287 0.167 1.254 0.246
H 3.594 0.546 1.053 0.498 0.370 0.745 0.246
H 3.113 -1.032 0.414 -0.059 -0.268 0.244 0.209
H 0.856 -1.136 -0.084 0.456 -0.973 0.136 0.407
```
Forces are in eV/Å.

The value obtained for the HOMO-LUMO gap (alpha / beta) is 8.4020 / 8.4022 eV. The energy comes out at -886.47865 a.u. For the HOMO energy (alpha / beta), the calculation gives -8.40 / -8.40 eV. The value obtained for the energy relative to the best compared isomer or geometry (same formula, charge and spin) is 31.25 kcal/mol.


(3)
Below is an isolated ion of composition C5H6N5O and charge +1 in a non-equilibrium geometry, with properties calculated with ωB97M-V with the def2-TZVPD basis set.

XYZ file:
```
17
Properties=species:S:1:pos:R:3:forces:R:3:nbo_charge:R:1
C 1.269 0.713 1.785 0.325 -1.006 1.420 0.493
C -2.320 -0.757 0.651 -1.410 -1.663 1.040 0.211
C 0.723 0.862 -0.458 0.271 -2.969 -0.256 0.638
C -0.341 -0.932 -0.233 -1.131 -0.218 1.288 0.440
C 1.059 -0.682 -0.702 -1.396 0.008 0.385 -0.465
N 1.358 0.229 2.824 -0.353 -0.131 0.046 -0.299
N -1.913 0.458 0.508 -0.633 1.010 0.076 -0.195
N -0.708 0.325 -0.071 0.177 -1.287 -0.339 -0.200
N -1.380 -1.680 0.222 1.051 0.394 -0.508 -0.496
N 0.957 1.725 -1.446 0.667 2.645 0.173 -0.805
O 1.353 1.287 0.659 0.935 2.507 -0.235 -0.456
H -3.277 -1.145 1.139 1.462 1.081 -0.903 0.268
H 1.149 -1.047 -1.674 0.252 0.149 -2.072 0.262
H 1.919 -1.078 -0.206 0.260 -0.127 1.052 0.280
H -1.469 -2.692 0.266 0.121 0.342 -0.032 0.469
H 0.325 1.793 -2.224 0.007 -0.057 -0.129 0.427
H 1.296 2.622 -1.038 -0.608 -0.678 -1.008 0.429
```
Forces are in eV/Å.

Its total charge is +1. The value obtained for the HOMO-LUMO gap is 11.7258 eV. The energy comes out at -542.79666 a.u. The SMILES is N#CO[C@@]1(N)Cc2[nH+]cnn21. For the HOMO energy, the calculation gives -15.18 eV. The value obtained for the energy relative to the best compared isomer or geometry (same formula, charge and spin) is 61.86 kcal/mol.


(4)
Below is an isolated ion of composition C5H6NO4 and charge -1 in a non-equilibrium geometry, with properties calculated with ωB97M-V with the def2-TZVPD basis set.

XYZ file:
```
16
Properties=species:S:1:pos:R:3:forces:R:3:nbo_charge:R:1
O -2.230 2.187 0.084 0.770 0.468 0.745 -0.719
C -1.809 1.184 -0.485 -1.811 -1.119 -1.380 0.740
O -2.447 0.528 -1.374 1.156 -0.036 0.663 -0.797
C -0.373 0.616 -0.134 -0.514 -0.645 -0.588 0.047
O 0.480 1.769 -0.276 0.366 -0.675 0.736 -0.692
C 0.120 -0.542 -1.090 0.223 0.365 1.198 -0.435
C 1.129 -1.205 -0.094 0.412 1.696 -0.399 -0.231
N 0.325 -1.383 1.158 0.771 0.921 -0.125 -0.652
C -0.298 -0.077 1.305 -0.010 0.451 -2.057 0.670
O -0.675 0.443 2.306 0.198 -0.426 0.908 -0.540
H 1.284 1.649 0.252 -0.270 0.055 -0.161 0.448
H -0.698 -1.257 -1.335 0.500 0.770 0.073 0.245
H 0.559 -0.046 -1.985 -0.225 -0.721 0.577 0.223
H 1.771 -2.042 -0.436 -0.875 0.056 0.381 0.196
H 1.827 -0.370 0.210 0.140 -0.833 -0.837 0.134
H 1.034 -1.454 1.894 -0.831 -0.329 0.264 0.363
```
Forces are in eV/Å.

Its total charge is -1. The value obtained for the HOMO-LUMO gap is 7.2999 eV. The energy comes out at -549.88812 a.u. The SMILES is O=C([O-])[C@]1(O)CCNC1=O. For the HOMO energy, the calculation gives -3.99 eV. The value obtained for the energy relative to the best compared isomer or geometry (same formula, charge and spin) is 29.31 kcal/mol.


(5)
Below is a 2-piece molecular cluster, C5H6NO5 overall in a non-equilibrium geometry, with properties calculated with ωB97M-V with the def2-TZVPD basis set.

XYZ file:
```
17
Properties=species:S:1:pos:R:3:forces:R:3:mulliken_spin:R:1
C -1.008 -0.529 -1.139 6.359 -0.125 -6.092 0.662
C 0.511 -0.975 0.990 -1.496 -0.213 0.821 -0.020
C -0.128 -0.599 -2.386 -0.961 -0.425 3.251 0.072
C 0.125 1.564 1.384 -1.244 0.559 0.600 -0.001
C 0.887 0.477 0.701 3.097 0.117 -2.494 0.042
N -2.047 -0.347 -0.640 -4.127 -0.831 1.688 0.409
O 1.033 -0.983 -2.147 2.075 -0.872 0.242 0.073
O -0.260 -1.299 1.880 0.416 0.697 0.404 0.001
O -0.637 -0.233 -3.422 -1.320 0.802 -1.568 0.193
O -3.001 -0.123 0.025 -2.824 1.245 2.033 0.585
O 0.975 -1.912 0.203 0.505 0.318 -1.088 0.010
H -0.344 0.972 2.170 -0.146 0.705 0.778 -0.001
H -0.722 1.889 0.774 0.110 0.237 -0.054 0.000
H 0.673 2.499 1.782 -0.571 -1.780 -0.722 0.000
H 1.930 0.611 1.103 -0.465 -0.599 -0.657 0.003
H 0.964 0.533 -0.487 0.056 0.241 2.673 -0.020
H 1.051 -1.547 -0.792 0.533 -0.076 0.182 -0.009
```
Forces are in eV/Å.

Its expectation value of S² is 2.01. The spin multiplicity is 3. Its total charge is -1. The value obtained for the HOMO-LUMO gap (alpha / beta) is 4.9899 / 6.5157 eV. The energy comes out at -624.91308 a.u. For the HOMO energy (alpha / beta), the calculation gives -1.25 / -5.76 eV. The value obtained for the energy relative to the best compared isomer or geometry (same formula, charge and spin) is 77.81 kcal/mol.


(6)
Below is a 2-piece molecular cluster, C5H6NS overall in a non-equilibrium geometry, with properties calculated with ωB97M-V with the def2-TZVPD basis set.

XYZ file:
```
13
Properties=species:S:1:pos:R:3:forces:R:3:nbo_charge:R:1
C 2.105 -0.665 -0.057 -2.068 -0.681 -0.919 -0.237
C 2.961 -1.023 0.707 1.598 0.933 0.355 -0.175
C -1.105 -1.455 -0.278 -1.378 0.105 -0.837 -0.294
C -1.721 0.891 0.232 -2.601 -0.392 1.768 -0.347
C -0.324 -0.453 -0.954 -0.436 -0.327 -0.633 0.191
N -0.735 0.761 -0.739 0.271 -1.531 0.871 -0.492
S -2.550 -0.775 0.368 2.385 -0.599 -0.492 0.607
H 1.140 -0.639 -0.755 2.410 -0.023 0.647 0.189
H -0.972 -2.520 -0.547 0.016 0.579 0.903 0.297
H -1.379 1.138 1.268 -0.366 0.301 -0.840 0.280
H -2.582 1.427 -0.165 0.313 0.995 0.360 0.266
H 3.929 -0.962 1.214 -0.930 -0.526 -0.142 0.265
H -0.376 1.574 -1.150 0.787 1.166 -1.039 0.450
```
Forces are in eV/Å.

Its total charge is +1. The value obtained for the HOMO-LUMO gap (alpha / beta) is 6.3871 / 6.9092 eV. The energy comes out at -646.54784 a.u. For the HOMO energy (alpha / beta), the calculation gives -13.81 / -14.13 eV. The value obtained for the energy relative to the best compared isomer or geometry (same formula, charge and spin) is 137.73 kcal/mol.


(7)
Below is C5H6O in the gas phase in a non-equilibrium geometry, with properties calculated with ωB97M-V with the def2-TZVPD basis set.

XYZ file:
```
12
Properties=species:S:1:pos:R:3:forces:R:3:nbo_charge:R:1
C -1.676 -0.253 -0.078 0.049 -0.056 -0.052 -0.600
C -0.188 -0.111 0.236 0.030 -0.038 0.300 -0.389
C 0.532 1.165 -0.242 0.513 0.146 0.040 0.438
O 1.732 1.203 -0.368 -0.585 0.740 -0.163 -0.497
C 2.018 -1.023 -0.033 -0.198 -1.179 -0.005 -0.119
C 0.808 -1.184 0.042 0.595 0.290 -0.283 -0.118
H -2.228 0.621 0.293 0.157 -0.153 -0.091 0.212
H -2.059 -1.132 0.447 0.019 0.140 -0.122 0.228
H -1.905 -0.370 -1.141 0.208 0.010 0.105 0.215
H -0.025 2.095 -0.423 -0.418 -0.125 0.099 0.139
H 3.079 -0.971 -0.058 0.052 -0.274 -0.067 0.231
H -0.088 -0.041 1.326 -0.421 0.499 0.239 0.260
```
Forces are in eV/Å.

The value obtained for the HOMO-LUMO gap is 10.4119 eV. The energy comes out at -269.23138 a.u. The SMILES is C#C[C@H](C)C=O. For the HOMO energy, the calculation gives -9.59 eV. The value obtained for the energy relative to the best compared isomer or geometry (same formula, charge and spin) is 72.08 kcal/mol.


(8)
Below is C5H6O in the gas phase in a non-equilibrium geometry, with properties calculated with ωB97M-V with the def2-TZVPD basis set.

XYZ file:
```
12
Properties=species:S:1:pos:R:3:forces:R:3:nbo_charge:R:1
C 1.059 0.027 -1.429 -0.031 -0.006 -0.055 -0.637
C 0.094 0.110 -0.284 -0.439 0.042 -0.205 -0.049
C -1.260 -0.143 -0.357 0.448 -0.052 0.142 -0.019
O -1.837 0.129 0.870 0.296 -1.841 -0.098 -0.417
C -0.831 0.211 1.729 0.503 0.370 0.758 0.133
C 0.367 0.386 1.094 -0.251 0.076 0.278 -0.337
H 0.766 0.763 -2.182 0.180 -0.104 0.036 0.232
H 1.025 -0.958 -1.907 -0.008 0.120 0.074 0.225
H 2.095 0.229 -1.134 -0.259 -0.055 0.059 0.219
H -1.690 -1.104 -0.603 -0.514 0.489 -1.767 0.213
H -1.104 -0.288 2.645 0.218 1.280 0.904 0.206
H 1.315 0.637 1.558 -0.142 -0.319 -0.127 0.232
```
Forces are in eV/Å.

The value obtained for the HOMO-LUMO gap is 9.1481 eV. The energy comes out at -269.27085 a.u. The SMILES is Cc1ccoc1. For the HOMO energy, the calculation gives -8.21 eV. The value obtained for the energy relative to the best compared isomer or geometry (same formula, charge and spin) is 47.31 kcal/mol.